Entry 1:
{
  "formula": "C2H7N2S",
  "method": "the ωB97M-V functional and the def2-TZVPD basis",
  "largest_force_ha_per_bohr": 0.073,
  "e_tot_ev": -16002.584,
  "orbital_gap_ev": 7.0124,
  "homo_energy_ha": -0.10228,
  "relative_energy_kcal_mol": 32.4,
  "total_charge": -1,
  "symbols": ["C", "S", "H", "H", "H", "N", "C", "N", "H", "H", "H", "H"],
  "positions_angstrom": [[-1.837, 0.626, -1.221], [-2.176, -0.122, 0.390], [-0.838, 1.067, -1.415], [-1.829, -0.079, -2.075], [-2.543, 1.427, -1.482], [0.828, -0.567, 1.616], [1.302, -0.760, 0.311], [2.540, -0.460, 0.018], [1.570, -0.089, 2.094], [-0.202, -0.582, 1.575], [0.450, -0.830, -0.393], [2.735, 0.368, 0.584]],
  "lowdin_charge": [-0.756, 0.114, -0.008, -0.010, -0.021, 0.030, -0.386, -0.034, 0.064, -0.059, 0.074, -0.007]
}

Entry 2:
{
  "formula": "C40H94AlB2N6O20",
  "method": "the ωB97M-V functional and the def2-TZVPD basis",
  "largest_force_ha_per_bohr": 0.070,
  "e_tot_ev": -100831.040,
  "orbital_gap_ev": 2.3218,
  "homo_energy_ha": -0.37687,
  "relative_energy_kcal_mol": 0.0,
  "total_charge": 1,
  "symbols": ["Al", "B", "H", "H", "H", "H", "O", "C", "O", "B", "O", "C", "O", "O", "C", "O", "C", "O", "O", "C", "O", "C", "C", "N", "C", "C", "O", "C", "H", "H", "H", "H", "H", "H", "H", "H", "H", "H", "H", "H", "H", "H", "H", "C", "O", "C", "C", "N", "C", "C", "O", "C", "H", "H", "H", "H", "H", "H", "H", "H", "H", "H", "H", "H", "H", "H", "H", "C", "O", "C", "C", "N", "C", "C", "O", "C", "H", "H", "H", "H", "H", "H", "H", "H", "H", "H", "H", "H", "H", "H", "H", "C", "O", "C", "C", "N", "C", "C", "O", "C", "H", "H", "H", "H", "H", "H", "H", "H", "H", "H", "H", "H", "H", "H", "H", "C", "O", "C", "C", "N", "C", "C", "O", "C", "H", "H", "H", "H", "H", "H", "H", "H", "H", "H", "H", "H", "H", "H", "H", "C", "O", "C", "C", "N", "C", "C", "O", "C", "H", "H", "H", "H", "H", "H", "H", "H", "H", "H", "H", "H", "H", "H", "H"],
  "positions_angstrom": [[1.502, -0.727, 2.612], [-0.071, 0.827, 0.955], [-0.804, -0.077, 0.835], [1.002, 0.414, 0.620], [-0.377, 1.745, 0.285], [0.075, 1.315, 2.037], [2.216, -1.390, -0.579], [2.589, -1.619, -1.705], [2.109, -2.417, -2.610], [2.874, -2.181, -3.892], [3.895, -1.166, -3.572], [3.761, -0.827, -2.309], [4.411, 0.034, -1.772], [3.506, -3.460, -4.269], [2.973, -3.906, -5.393], [3.133, -5.010, -5.816], [1.992, -2.836, -5.897], [1.954, -1.863, -4.982], [1.399, -2.849, -6.929], [5.918, -3.326, -1.414], [5.245, -2.588, -0.412], [6.031, -2.146, 0.676], [5.049, -1.779, 1.773], [4.124, -0.732, 1.320], [4.670, 0.614, 1.379], [3.601, 1.618, 1.016], [2.724, 1.766, 2.137], [2.025, 3.016, 2.141], [5.275, -3.468, -2.283], [6.114, -4.359, -1.105], [6.840, -2.834, -1.729], [6.697, -1.327, 0.387], [6.647, -2.971, 1.051], [5.640, -1.423, 2.623], [4.525, -2.643, 2.177], [3.985, -0.920, 0.322], [5.497, 0.708, 0.667], [5.079, 0.858, 2.360], [2.961, 1.297, 0.190], [4.070, 2.564, 0.734], [1.234, 3.024, 1.392], [2.712, 3.859, 2.086], [1.507, 3.039, 3.100], [-0.781, -6.884, 0.731], [-0.381, -5.541, 0.849], [-0.761, -4.818, -0.325], [-0.244, -3.363, -0.165], [-0.496, -2.853, 1.205], [-1.912, -2.480, 1.432], [-2.670, -3.577, 2.212], [-1.912, -4.100, 3.265], [-2.363, -5.333, 3.761], [-1.859, -7.086, 0.714], [-0.461, -7.489, 1.584], [-0.363, -7.367, -0.157], [-1.846, -4.848, -0.457], [-0.273, -5.270, -1.192], [-0.798, -2.787, -0.907], [0.828, -3.371, -0.332], [-0.468, -3.712, 1.757], [-2.476, -2.273, 0.524], [-1.928, -1.597, 2.078], [-2.986, -4.387, 1.540], [-3.646, -3.159, 2.491], [-2.174, -6.209, 3.136], [-3.432, -5.340, 3.998], [-1.881, -5.541, 4.720], [2.857, -4.366, 1.354], [2.375, -3.665, 2.490], [1.953, -4.584, 3.462], [1.368, -3.955, 4.724], [0.282, -3.023, 4.373], [-0.080, -2.286, 5.597], [-1.247, -1.401, 5.229], [-0.855, -0.353, 4.351], [-1.963, 0.489, 4.071], [3.783, -4.922, 1.538], [3.090, -3.715, 0.511], [2.108, -5.087, 1.018], [2.787, -5.242, 3.747], [1.255, -5.350, 3.093], [2.222, -3.528, 5.254], [0.989, -4.794, 5.317], [-0.546, -3.607, 4.214], [0.821, -1.726, 5.861], [-0.316, -2.860, 6.500], [-1.550, -0.988, 6.201], [-2.142, -1.875, 4.819], [-1.610, 1.283, 3.418], [-2.451, 0.876, 4.970], [-2.773, -0.021, 3.535], [-3.401, 4.702, 3.812], [-4.005, 4.365, 2.579], [-3.140, 4.561, 1.489], [-3.874, 4.211, 0.220], [-4.500, 2.875, 0.186], [-3.502, 1.858, -0.086], [-4.056, 0.476, 0.257], [-4.480, 0.479, 1.612], [-5.324, -0.615, 1.856], [-4.139, 4.700, 4.614], [-2.950, 5.696, 3.786], [-2.708, 3.896, 4.078], [-2.172, 4.046, 1.599], [-2.789, 5.601, 1.432], [-3.223, 4.207, -0.656], [-4.633, 4.974, 0.040], [-4.828, 2.689, 1.132], [-2.643, 1.986, 0.609], [-3.082, 1.940, -1.087], [-3.294, -0.280, 0.055], [-4.939, 0.301, -0.367], [-4.897, -1.580, 1.564], [-6.271, -0.430, 1.335], [-5.629, -0.696, 2.902], [-1.993, 4.511, -4.609], [-3.125, 3.728, -4.942], [-3.424, 2.686, -4.055], [-2.296, 1.673, -3.853], [-2.720, 0.589, -2.955], [-1.564, -0.140, -2.410], [-0.968, -1.217, -3.320], [-1.926, -2.250, -3.477], [-1.313, -3.309, -4.207], [-2.118, 4.844, -3.572], [-2.010, 5.348, -5.304], [-1.049, 3.976, -4.731], [-4.295, 2.167, -4.461], [-3.764, 3.043, -3.071], [-1.424, 2.154, -3.404], [-1.967, 1.209, -4.790], [-3.254, -0.099, -3.476], [-1.929, -0.688, -1.533], [-0.851, 0.567, -1.983], [-0.099, -1.601, -2.777], [-0.630, -0.791, -4.269], [-0.965, -3.012, -5.199], [-2.127, -4.024, -4.328], [-0.486, -3.759, -3.649], [1.814, 2.546, -3.527], [0.870, 3.429, -2.962], [0.855, 3.313, -1.549], [-0.310, 4.134, -1.003], [-0.280, 5.565, -1.320], [0.951, 6.239, -0.915], [0.897, 7.695, -1.361], [0.542, 7.780, -2.714], [0.545, 9.119, -3.148], [1.757, 1.487, -3.245], [2.846, 2.858, -3.338], [1.612, 2.562, -4.598], [1.852, 3.635, -1.220], [0.699, 2.289, -1.192], [-0.391, 3.973, 0.075], [-1.193, 3.721, -1.497], [-0.296, 5.559, -2.337], [1.844, 5.787, -1.367], [1.086, 6.173, 0.167], [1.886, 8.125, -1.157], [0.143, 8.224, -0.765], [0.316, 9.190, -4.212], [1.549, 9.557, -3.115], [-0.203, 9.703, -2.606]],
  "lowdin_charge": [1.359, -0.392, -0.010, -0.024, 0.031, -0.006, 0.068, -0.397, 0.223, -0.866, 0.261, -0.395, 0.140, 0.212, -0.390, 0.172, -0.382, 0.218, 0.178, -0.054, -0.217, -0.182, -0.158, 0.018, -0.166, -0.194, -0.286, -0.073, 0.088, 0.098, 0.105, 0.135, 0.137, 0.133, 0.096, 0.074, 0.139, 0.138, 0.111, 0.141, 0.053, 0.106, 0.100, -0.117, -0.223, -0.169, -0.131, 0.022, -0.156, -0.191, -0.243, -0.069, 0.093, 0.090, 0.097, 0.126, 0.132, 0.110, 0.088, 0.070, 0.118, 0.091, 0.126, 0.118, 0.086, 0.104, 0.096, -0.088, -0.242, -0.234, -0.176, -0.016, -0.190, -0.213, -0.245, -0.079, 0.107, 0.080, 0.090, 0.135, 0.122, 0.127, 0.134, 0.077, 0.123, 0.136, 0.134, 0.130, 0.075, 0.105, 0.081, -0.098, -0.177, -0.246, -0.173, -0.005, -0.201, -0.200, -0.196, -0.114, 0.089, 0.092, 0.077, 0.104, 0.128, 0.097, 0.125, 0.100, 0.105, 0.089, 0.085, 0.132, 0.070, 0.099, 0.091, -0.087, -0.175, -0.218, -0.196, -0.049, -0.184, -0.220, -0.177, -0.082, 0.084, 0.095, 0.076, 0.128, 0.113, 0.092, 0.130, 0.116, 0.086, 0.107, 0.097, 0.131, 0.092, 0.094, 0.084, -0.090, -0.188, -0.241, -0.204, -0.028, -0.202, -0.244, -0.182, -0.111, 0.082, 0.095, 0.098, 0.114, 0.077, 0.092, 0.097, 0.088, 0.111, 0.121, 0.124, 0.125, 0.088, 0.090, 0.092]
}

Entry 3:
{
  "formula": "C17H12BrN2O8RbS2",
  "method": "the ωB97M-V functional and the def2-TZVPD basis",
  "largest_force_ha_per_bohr": 0.025,
  "e_tot_ev": -129556.653,
  "orbital_gap_ev": 7.1252,
  "homo_energy_ha": -0.11240,
  "relative_energy_kcal_mol": 0.0,
  "total_charge": -2,
  "symbols": ["Rb", "O", "C", "O", "C", "C", "C", "C", "C", "N", "H", "H", "H", "H", "O", "S", "O", "O", "C", "C", "C", "C", "C", "C", "S", "O", "O", "O", "H", "H", "H", "H", "Br", "C", "C", "C", "N", "C", "C", "H", "H", "H", "H"],
  "positions_angstrom": [[-0.035, -0.464, -1.801], [-3.874, -3.589, -1.726], [-2.665, -3.303, -1.873], [-2.095, -2.668, -2.778], [-1.731, -3.872, -0.784], [-2.129, -4.966, -0.012], [-1.261, -5.470, 0.936], [-0.032, -4.847, 1.124], [0.262, -3.740, 0.344], [-0.555, -3.277, -0.600], [-3.116, -5.375, -0.180], [-1.540, -6.333, 1.533], [0.680, -5.193, 1.863], [1.184, -3.183, 0.478], [2.602, -0.329, -2.289], [3.023, -0.206, -0.891], [1.841, 1.124, -0.337], [2.430, -1.250, -0.049], [2.170, 2.410, -0.556], [3.424, 2.876, -0.144], [3.788, 4.203, -0.314], [2.894, 5.099, -0.880], [1.641, 4.646, -1.274], [1.260, 3.317, -1.133], [-0.386, 2.858, -1.692], [-0.964, 2.104, -0.585], [-1.043, 4.117, -1.988], [-0.162, 2.006, -2.860], [4.105, 2.177, 0.322], [4.768, 4.534, 0.013], [3.158, 6.142, -1.008], [0.918, 5.326, -1.705], [-3.104, 2.957, 2.783], [-2.207, 1.365, 2.239], [-2.915, 0.359, 1.613], [-2.208, -0.770, 1.226], [-0.904, -0.935, 1.435], [-0.248, 0.063, 2.019], [-0.850, 1.239, 2.445], [-3.968, 0.453, 1.392], [-2.716, -1.571, 0.696], [0.824, -0.066, 2.119], [-0.261, 2.033, 2.880]],
  "lowdin_charge": [1.000, -0.070, -0.707, -0.085, -0.208, -0.032, -0.102, -0.090, -0.150, 0.082, 0.101, 0.088, 0.085, 0.081, -0.581, 0.726, -0.346, -0.515, -0.347, -0.044, -0.119, -0.122, -0.075, -0.168, 0.407, -0.387, -0.353, -0.469, 0.094, 0.087, 0.083, 0.098, 0.698, -0.686, -0.106, -0.127, 0.081, -0.135, -0.114, 0.102, 0.113, 0.109, 0.103]
}

Entry 4:
{
  "formula": "C2H3ClFN",
  "method": "the ωB97M-V functional and the def2-TZVPD basis",
  "largest_force_ha_per_bohr": 0.136,
  "e_tot_ev": -18850.772,
  "orbital_gap_ev": [10.5059, 10.5066],
  "homo_energy_ha": [-0.39572, -0.39573],
  "relative_energy_kcal_mol": 21.7,
  "symbols": ["C", "C", "N", "F", "Cl", "H", "H", "H"],
  "positions_angstrom": [[0.090, -0.321, 1.399], [-0.049, 0.011, -1.070], [0.529, -0.657, 0.072], [-1.367, 0.346, -0.828], [0.913, 1.448, -1.506], [0.550, -0.701, 2.321], [-0.720, 0.449, 1.500], [0.054, -0.574, -1.888]],
  "lowdin_charge": [0.068, -0.796, -0.024, -0.052, 0.617, 0.062, 0.075, 0.049]
}